12
Properties=species:S:1:pos:R:3 method="wB97M-V/def2-TZVPD" e_homo_ev="-8.63 / -8.63" de_lowest_ev=1.8527 e_tot_ev=-18129.9508 gap_ev="7.80 / 7.81"
C 2.1784 1.5467 -0.0143
C 0.9843 1.6303 0.1759
C -0.3640 1.6204 0.3364
C -0.5353 -1.5538 0.3354
C -0.8194 -0.4497 -0.6696
O -1.3307 2.1306 0.7270
F -1.1663 -1.2850 1.5001
F 0.7876 -1.5879 0.6155
F -2.0977 -0.4583 -1.0999
F -0.0115 -0.5404 -1.7549
H 3.2178 1.5098 -0.1551
H -0.8432 -2.5628 0.0035